{
  "formula": "C56H124B6F24N12O4",
  "method": "the ωB97M-V functional and the def2-TZVPD basis",
  "homo_ev": -12.5,
  "de_lowest_kj_mol": 0.0,
  "total_charge": 2,
  "gap_ev": 9.3001,
  "multiplicity": 1,
  "species": ["F", "H", "C", "H", "C", "O", "H", "H", "F", "C", "H", "N", "H", "H", "H", "B", "C", "C", "H", "H", "N", "H", "H", "H", "C", "H", "N", "H", "H", "C", "H", "C", "C", "F", "F", "H", "H", "C", "H", "H", "H", "H", "F", "H", "C", "F", "H", "N", "B", "C", "C", "H", "H", "H", "C", "C", "H", "H", "H", "C", "H", "C", "H", "H", "F", "H", "C", "H", "H", "H", "H", "H", "C", "H", "H", "C", "C", "N", "H", "H", "H", "H", "F", "H", "H", "C", "H", "C", "C", "B", "N", "F", "O", "H", "C", "H", "H", "C", "F", "H", "H", "F", "H", "H", "H", "H", "F", "H", "H", "C", "H", "N", "C", "H", "C", "H", "H", "F", "C", "H", "F", "H", "H", "C", "H", "H", "H", "C", "H", "N", "H", "C", "H", "N", "H", "H", "C", "C", "N", "H", "H", "C", "H", "H", "H", "H", "H", "H", "H", "C", "F", "C", "H", "C", "O", "C", "C", "B", "C", "H", "F", "B", "H", "F", "H", "H", "H", "C", "N", "C", "H", "H", "C", "C", "H", "H", "H", "H", "H", "H", "B", "H", "F", "H", "H", "C", "H", "C", "C", "H", "C", "F", "H", "H", "F", "F", "N", "H", "C", "C", "C", "H", "H", "H", "F", "H", "H", "O", "H", "F", "H", "H", "H", "H", "H", "C", "C", "F", "H", "H", "C", "H", "H", "H", "H", "H"],
  "xyz": [[-3.9635, 1.3582, -1.9677], [4.3480, 1.6290, -6.4236], [6.6967, 1.0973, 2.9723], [1.1020, 2.5942, -7.6556], [1.0283, 0.8095, -5.3669], [4.3271, 0.0362, 4.6106], [-3.3512, -5.7454, -4.6784], [-4.8777, -3.6101, -3.1540], [-3.7257, 2.8401, 2.8346], [0.0411, 0.4792, 5.1370], [6.5988, -0.3179, 1.3608], [1.9429, -6.3389, 1.1880], [2.4512, -0.0974, 3.7554], [0.9543, 6.0217, 1.1290], [-1.6044, -4.2353, -4.4455], [-4.2327, 0.3321, -2.8645], [-1.6028, 0.7942, -7.8459], [1.8550, 2.6962, -6.8850], [4.9442, -7.4939, 3.4452], [5.8406, -0.9190, 2.8364], [3.0995, -6.7482, 2.9214], [-0.3183, -1.9901, -0.5322], [-5.1049, -4.4672, -7.4496], [-1.5379, 1.8840, -7.9805], [-5.1583, -1.5807, 0.9475], [6.8729, 1.9477, 2.3024], [-0.5619, 0.8469, -0.7487], [1.1767, -0.2364, -5.0827], [-8.5208, 1.4658, 1.2569], [4.8568, 5.8232, -2.8769], [-2.5138, -2.8848, -3.7553], [3.7187, 2.3721, -4.5360], [1.0912, -6.5569, 0.0289], [-4.0542, 0.7429, 3.8685], [1.9779, -2.0125, -3.7418], [-5.2459, -2.8072, -6.0866], [3.8830, 2.1183, -1.3942], [-0.3631, 1.0768, -5.9088], [0.7266, -0.2139, -1.9630], [4.1195, 2.2322, 2.6256], [3.5520, -8.5348, 3.8716], [2.1998, 6.9130, -2.0902], [-0.8155, 3.6756, -4.0029], [2.9291, -0.8664, 0.8710], [2.2050, -5.1166, 1.7873], [0.7933, 3.4616, 3.9339], [-0.5245, -5.2407, 0.5285], [-3.4285, -3.7652, -5.4453], [1.5929, 4.3672, 3.2579], [3.2404, 0.6525, 3.9240], [2.9085, 6.5305, -1.3594], [-2.6038, 0.2973, 1.9452], [5.2278, 0.2431, -0.4194], [3.8052, 0.3754, -5.2796], [3.9168, -7.5217, 3.8041], [-2.5534, 3.7908, 8.8473], [-3.1386, -0.8089, 7.5027], [-3.9816, -4.8412, -0.4973], [-4.8566, -2.6061, 1.0881], [2.9148, -5.3868, 2.9160], [-0.8535, 0.3092, 4.5400], [0.1934, -5.3916, -0.2775], [-1.3890, 1.9175, 10.3386], [-2.1804, -0.2523, 9.2792], [3.7772, -1.2462, -2.6075], [-0.6257, -3.6006, 8.3102], [-1.2209, -2.6853, 8.2426], [-8.3530, 3.0069, 0.3835], [3.2678, 0.7346, -8.1072], [1.7393, -6.8078, -0.8120], [0.4750, -7.4304, 0.2520], [1.4734, 3.3200, -6.0797], [-4.4458, -4.6272, -3.2317], [-2.8167, 0.7202, 6.6390], [-1.3503, 4.2567, 1.6953], [-6.2646, -0.9632, 0.4087], [-7.0418, 1.3724, -0.3094], [-1.2153, 2.6263, 0.3681], [3.4036, -4.7976, 3.6686], [2.8110, 1.4755, 4.5172], [0.5927, -1.5684, 7.8656], [2.8519, -0.5096, 5.9953], [-5.1876, 2.4972, 4.4747], [-1.8930, -1.6075, -1.2732], [2.4329, 7.7498, 2.1674], [-2.4746, -0.2930, 6.8249], [3.3769, 3.3749, -4.7912], [-4.8348, 0.6052, 0.8136], [-7.8128, 2.1415, 0.7706], [-0.2767, -3.0170, 3.1954], [2.1790, 1.2610, -6.3613], [-2.9415, 2.4300, 4.9771], [-2.4256, 2.3659, 8.6126], [2.7720, 1.3441, 1.9423], [2.5346, -1.2025, -7.4046], [-0.0842, 2.2126, 2.1563], [2.6820, -8.3348, 1.5794], [-4.1393, -4.9197, -7.6457], [0.7776, -2.1386, 3.0029], [3.5511, 5.4498, 1.6315], [4.5477, -1.5470, 0.7154], [-1.2676, -2.3339, 3.8437], [2.7604, 3.1095, -7.3218], [-7.6952, 0.8277, -0.9802], [5.8897, 5.5225, -2.7181], [-4.1793, -5.9957, -7.4872], [1.0151, 5.6359, 3.3197], [-6.4185, 2.0503, -0.8876], [-2.3641, -0.8437, 5.8955], [-0.8158, -1.5706, -1.4171], [4.5455, -0.8400, 6.4471], [-6.0769, 0.3990, 0.2975], [-3.3090, -4.2386, -1.1346], [-0.8664, -2.6609, -6.4005], [-1.3299, 1.7571, 9.2438], [-7.1528, -1.4108, 0.0171], [3.7537, -1.5579, 2.2958], [2.2432, -2.4584, -1.5257], [1.3730, 6.8248, 0.5335], [0.7042, 1.0382, 7.1952], [1.0613, 3.5517, -2.6225], [0.5383, 1.3658, 4.7337], [2.9906, 0.7435, -0.8505], [-1.2215, -2.2735, -5.4370], [-5.2107, -5.3284, -2.8725], [1.5363, 0.5236, -8.2792], [-3.7976, -1.7829, -6.2310], [3.5913, 5.6785, 0.5777], [-0.8325, 0.1703, -2.6972], [2.5962, 6.3573, -0.0824], [0.8158, 8.3797, 1.8728], [-4.0856, -4.9376, -4.6663], [2.9493, 2.2395, 0.1095], [-1.0734, -0.2124, 7.4690], [-3.4941, 4.1108, 8.4224], [3.8868, -7.0749, 4.7923], [-1.2821, 0.2438, 8.9271], [-4.3121, -2.5207, -5.6226], [-4.2874, -0.5643, 1.1761], [-0.3678, -1.9205, 6.4130], [-1.5065, 4.6473, -0.0386], [2.5535, -7.3051, 1.8660], [-3.9168, -4.7620, -8.7051], [5.4025, 4.7618, -0.2838], [2.5882, -1.6046, -8.4209], [1.8919, -4.1768, 1.3690], [-0.3597, -5.6091, -1.1946], [-2.5401, 0.6008, -7.3038], [1.1545, 1.4261, -4.4764], [3.8760, -0.9963, 1.3755], [1.6765, 3.8826, 1.9345], [4.4920, 5.3261, -0.3788], [-4.4952, -2.0947, -4.6426], [1.7201, 8.0265, 1.3853], [-3.2769, -4.7327, -2.4413], [-0.3519, -0.1733, -1.7769], [3.6072, 1.3744, -5.6590], [0.1842, 4.3593, -3.3234], [-2.1386, -3.3163, -4.6782], [2.1732, 8.8265, 0.7866], [2.8613, 4.3646, 3.8144], [2.8885, -2.2900, -2.7207], [-4.3340, 1.5508, 0.9714], [3.5850, -3.4539, -2.9429], [-2.8539, 3.8785, 0.8211], [-0.5731, -2.2384, -2.2553], [4.3554, 5.1640, -3.5746], [2.3788, 0.3266, -7.6132], [4.5678, 0.3105, 1.6302], [3.6761, 1.2345, 2.5376], [-2.1655, -4.9421, -6.7121], [-2.9883, -1.2530, 2.6464], [5.9764, -0.0315, 2.2214], [-1.3159, 1.9786, -0.8095], [-7.1309, 2.4844, 1.5528], [4.8587, 6.8269, -3.2872], [0.7780, -0.0244, 0.6669], [-0.3766, 2.1962, 8.8869], [-2.2956, -4.2557, -0.7443], [-2.1554, -2.9389, 7.7540], [-3.9425, 2.1344, 4.0480], [-3.6703, -3.1899, -1.1346], [-3.6836, -0.8958, -2.4893], [-2.5732, 3.9739, 9.9335], [5.5960, 1.7362, 0.4314], [-0.2164, 0.8108, 6.6445], [3.7189, -1.8817, 5.2621], [-0.4281, -1.6352, 7.4631], [-0.3806, 1.8642, 1.1798], [6.1126, 1.4598, 3.8171], [4.8067, 1.0088, 0.2402], [0.1746, -4.1643, 3.8210], [3.2098, 2.0605, -3.6187], [-1.6203, 0.3417, -8.8396], [-3.7094, 0.6756, -4.1005], [0.9134, 4.9814, -4.3087], [4.0912, 5.8801, -1.6012], [-2.6579, -3.3734, -7.3463], [3.8357, -0.8398, 5.6258], [3.5894, 1.5883, -0.4787], [-1.7754, 3.9446, 0.7478], [0.6744, 7.0457, -0.2727], [-0.5387, 2.1608, -6.0308], [-1.4180, -2.3701, 9.2651], [-0.3734, 5.2381, -2.3847], [1.6829, -1.6539, -6.8966], [-0.3276, -2.0491, -4.8478], [-0.4691, 0.3659, -7.1346], [0.6911, -0.3847, 5.0105], [-5.5835, 0.2114, -2.8545], [0.7385, -4.4554, -0.4235], [-1.1194, 0.7412, -5.1668], [-4.9482, -5.2302, -5.2629], [-1.7172, 4.3495, 8.4029], [3.4459, -1.5218, -6.8903], [0.0969, 0.7946, 0.4622], [-3.0147, -4.2737, -6.8524], [-0.7663, -3.4152, 1.9824], [-1.8604, 2.3203, -1.6882], [-0.4269, -0.1572, 9.4736], [-2.9533, -0.7041, 1.7126], [7.6662, 0.7480, 3.3209], [-2.2831, -1.1966, 1.0092], [-1.7226, -1.3333, -5.6753], [-0.8460, 1.7037, 6.6241], [4.7898, 2.4428, -4.2919]],
  "forces_ev_per_angstrom": [[1.0, 0.5, 1.0], [-0.5, -0.2, -0.2], [-0.9, 0.2, -0.5], [-0.1, 0.0, -0.1], [0.9, 0.5, -0.3], [-0.5, -0.1, 0.0], [0.0, 0.0, -0.1], [0.1, -0.3, 0.1], [0.7, -0.5, -0.5], [0.2, -0.2, 1.1], [-0.4, 0.0, 0.1], [0.2, 0.7, 0.0], [0.2, 0.2, 0.0], [0.1, -0.1, 0.0], [0.1, 0.1, -0.1], [0.1, 0.6, 0.0], [-0.4, 0.7, -0.3], [0.1, -1.4, 0.2], [0.1, -0.2, 0.1], [-0.1, 0.2, 0.1], [0.3, -0.3, 0.1], [0.0, 0.2, -0.2], [-0.1, 0.0, 0.0], [-0.2, -0.1, -0.1], [-1.0, 1.0, -0.9], [0.1, -0.1, 0.1], [-0.5, 1.0, 0.0], [0.3, 0.1, -0.3], [-0.1, 0.2, 0.0], [-0.8, 0.5, 0.5], [0.1, 0.1, 0.0], [0.0, 0.2, 0.6], [-0.1, -0.5, -0.7], [0.9, -0.7, -0.5], [-0.7, 0.2, -0.6], [-0.1, -0.1, -0.1], [0.2, 0.0, 0.4], [0.4, -0.1, 0.1], [-0.1, 0.1, -0.1], [0.2, -0.4, -0.1], [-0.1, -0.2, -0.1], [0.4, 0.1, 0.0], [-0.6, -1.0, 0.2], [-0.2, 0.2, 0.0], [0.0, -0.4, 0.3], [-0.6, -0.7, 0.6], [0.1, 0.1, 0.0], [0.9, 0.3, -0.3], [-0.5, 0.0, 0.4], [0.4, -0.3, -1.1], [0.8, -1.5, -0.3], [0.2, 0.0, 0.0], [0.0, -0.1, 0.3], [0.1, -0.1, -0.1], [0.9, 0.3, 0.9], [0.6, -0.8, 0.5], [-0.1, -0.1, 0.1], [0.3, 0.1, -0.1], [-0.3, 0.1, 0.1], [0.3, -0.5, -0.5], [-0.2, 0.1, 0.3], [-0.3, 0.4, 0.0], [0.1, -0.4, -0.3], [0.0, 0.0, 0.0], [0.8, 1.5, 0.0], [0.0, 0.2, -0.1], [0.2, 0.2, 0.0], [0.1, -0.2, -0.2], [-0.1, -0.1, 0.2], [0.0, 0.1, -0.1], [0.1, 0.0, 0.0], [0.1, 0.0, 0.1], [0.0, 0.7, 0.6], [0.0, 0.1, 0.0], [0.0, -0.2, 0.1], [-0.2, -0.8, -0.3], [0.8, 0.6, 0.8], [0.7, -1.4, -0.1], [-0.3, 0.3, 0.0], [0.1, -0.1, -0.3], [-0.3, 0.4, -0.1], [0.3, 0.0, 0.0], [-1.0, 0.8, 0.8], [0.0, 0.1, 0.0], [-0.2, 0.0, 0.0], [1.1, 0.1, -0.1], [-0.1, 0.0, -0.1], [-0.5, 0.0, -0.3], [0.2, -0.6, 0.3], [0.0, -0.2, -0.2], [0.6, 0.7, -0.1], [0.3, -0.1, 0.0], [-0.2, 0.3, -0.2], [-0.1, 0.2, 0.2], [0.0, 0.8, 0.1], [-0.2, 0.1, 0.0], [-0.4, 0.0, 0.0], [0.5, -0.1, -0.2], [1.5, 0.8, -0.2], [-0.1, 0.0, -0.1], [-0.2, -0.1, 0.0], [-0.9, 0.4, 1.4], [0.0, 0.0, 0.1], [0.1, -0.2, -0.1], [-0.2, -0.1, 0.3], [-0.2, 0.0, 0.1], [0.2, 0.0, -0.4], [-0.1, -0.1, -0.2], [-0.1, 0.0, -0.1], [-0.2, -0.4, 0.2], [0.1, 0.0, 0.1], [1.4, -1.2, 0.9], [-1.0, 0.7, 0.4], [0.0, -0.1, 0.3], [0.2, 0.1, -0.8], [-0.3, -0.1, 0.0], [-0.1, 0.2, 0.2], [-1.4, 0.2, 1.8], [-0.3, 0.5, 0.1], [-0.2, -0.4, -0.1], [0.7, -1.4, 0.6], [-0.1, -0.1, 0.1], [0.0, 0.2, 0.1], [-0.8, -0.9, -0.2], [0.0, 0.0, -0.2], [0.1, -0.1, 0.4], [0.1, -0.2, 0.0], [0.1, -0.4, -0.8], [-0.1, 0.0, 0.2], [0.4, -0.2, -0.4], [0.0, 0.2, 0.1], [0.4, 0.8, -0.6], [0.1, 0.2, 0.1], [-0.3, 0.0, -0.2], [-0.1, -0.1, -0.2], [0.0, 0.0, 0.1], [0.6, 0.4, 0.0], [0.3, -1.0, 0.6], [-0.2, 1.3, -0.3], [0.0, 0.1, 0.0], [0.1, 0.0, 0.0], [-0.6, 0.7, -0.3], [-0.1, -0.1, 0.1], [0.1, 0.1, -0.1], [-0.1, 0.0, 0.1], [-0.3, -0.1, 0.1], [0.1, 0.0, 0.1], [0.1, -0.1, -0.1], [0.1, 0.0, 0.0], [0.7, 0.0, -0.2], [0.2, 0.2, -0.9], [0.1, 0.6, -0.4], [0.0, 0.1, 0.1], [-0.1, 0.2, 0.2], [0.4, -0.6, -1.1], [0.4, 0.1, -0.7], [-1.3, -0.6, -0.1], [-0.6, 0.4, 0.1], [0.1, 0.8, -0.9], [-0.2, -0.1, 0.1], [0.9, 0.1, 0.0], [0.6, -0.7, -0.2], [-0.2, 0.0, -0.1], [0.5, -0.9, -0.7], [-0.1, -0.1, 0.2], [0.1, 0.2, 0.2], [0.0, -0.2, 0.0], [0.0, 0.2, 0.5], [0.0, 0.7, 0.2], [0.2, -0.7, 0.1], [-0.1, 0.0, 0.1], [0.0, -0.1, 0.0], [0.0, 0.3, -0.3], [0.6, -0.5, 0.3], [0.0, 0.1, -0.1], [0.1, 0.1, -0.1], [-0.3, 0.2, 0.3], [-0.3, 0.1, 0.3], [0.0, -0.1, 0.0], [-0.1, 0.0, 0.0], [-0.8, 0.2, 0.1], [0.1, -0.3, 0.1], [0.7, -0.9, 0.5], [0.0, 0.0, -0.2], [-0.2, 0.1, 0.1], [-1.1, -0.2, -0.7], [0.0, 0.5, 0.0], [-0.4, 0.5, 0.0], [0.9, 0.0, -0.1], [0.1, -0.2, 0.0], [0.1, -0.1, 0.4], [0.3, -0.5, 1.1], [-0.1, 0.0, -0.2], [0.1, -0.2, 0.2], [0.3, -0.1, -0.9], [1.1, 1.2, -0.8], [-0.5, 0.2, 1.0], [0.0, -0.1, -0.1], [-0.2, -0.2, -0.1], [-0.3, -0.8, 0.0], [0.1, -0.2, -0.7], [0.0, 0.1, 0.0], [0.0, -0.4, -0.1], [0.0, 0.0, 0.0], [-0.1, 0.4, 0.1], [0.0, 0.1, -0.1], [-0.2, -0.2, 0.2], [-0.2, 0.0, 0.3], [0.0, -0.1, 0.0], [-1.9, -0.5, -0.5], [0.0, -0.1, -0.2], [0.3, 0.1, -0.3], [-0.1, 0.0, 0.2], [-0.2, -0.2, 0.0], [-0.1, 0.3, 0.0], [-1.3, 0.8, 0.2], [-0.3, 0.6, 0.8], [-0.6, -0.4, -2.0], [0.1, -0.2, 0.3], [0.0, 0.0, 0.1], [0.4, 0.3, 0.4], [-0.1, -0.1, 0.0], [-0.1, 0.0, -0.1], [-0.1, -0.1, 0.3], [0.1, 0.0, 0.3], [-0.2, 0.0, -0.1]]
}